C9H7O4S | the ωB97M-V functional and the def2-TZVPD basis

Output
Largest force on an atom (Eh/bohr): 0.09291
LUMO energy (Ha): 0.11512
Net charge: -1
Energy relative to the best compared isomer or geometry (same formula, charge and spin) (kJ/mol): 127.8
HOMO (Ha): -0.20112
DFT total energy (Ha): -1046.23205

Structure (XYZ):
```
21
Properties=species:S:1:pos:R:3:forces:R:3
C -0.1060 -0.2429 0.4627 0.7981 -0.2508 0.7249
C -1.2313 -0.6302 0.6263 -3.9816 -0.8389 -0.2894
C 4.0453 0.5941 -0.1922 -1.6878 0.3184 -0.5401
C 3.1370 0.3547 -1.3023 -0.3385 0.4979 0.2045
C 3.5802 0.6600 1.1221 -2.5805 -1.6654 -0.8294
C 1.8002 0.0090 -1.0163 0.9203 0.9008 0.0702
C 2.1531 0.3870 1.3199 2.1773 0.3001 0.2367
C 1.2842 0.0002 0.3321 1.0921 0.6435 -2.3443
C -3.2404 -0.9388 0.6605 2.7724 1.0972 -3.7333
O -4.0487 -0.5434 -1.6913 0.1227 -0.3563 -0.4387
O -2.9739 1.4061 -0.6627 -0.1775 -0.2519 0.0268
O -5.1683 0.6774 0.0636 -1.5659 0.2990 0.9194
O -3.6978 -2.0889 0.2356 0.5949 -1.1283 -0.3824
S -3.9167 0.3185 -0.5131 1.9229 0.7187 -0.3587
H 5.0268 0.9201 -0.4138 1.0561 -0.0465 -0.1952
H 3.4264 0.5949 -2.4095 -0.3220 -0.7672 2.3300
H 4.1944 0.6824 2.0309 -0.0435 0.5723 -0.6706
H 1.0621 -0.0385 -1.8199 0.3180 -0.3332 0.1806
H 1.7509 0.5368 2.2897 -0.2220 -0.1081 0.9068
H -3.2836 -0.7375 1.6377 -0.6105 0.5863 3.5991
H -3.7940 -1.9208 -0.7602 -0.2450 -0.1876 0.5833
```
Forces are in eV/Å.